No. 1
This record from the OMol25 dataset describes a 5-piece molecular cluster, H9O4S overall. The level of theory is ωB97M-V/def2-TZVPD.

- calculated total energy (hartree) = -704.61475
- net charge = -1
- LUMO level (Ha) = 0.1355
- max |F| (eV/A) = 0.5

Cartesian coordinates (Å):
S 0.9769 -0.7572 -0.9386
H 1.3454 -1.9097 -0.3545
H 0.8995 -0.1339 1.9003
H 2.0996 0.4402 2.5589
O 1.3400 -0.1142 2.7716
H -4.7930 -0.8603 -1.7527
H -3.6736 -0.0520 -1.0172
O -4.4997 0.0306 -1.5408
H 3.3845 0.3957 0.9098
H 2.7251 1.2409 -0.0984
O 3.2396 1.3359 0.7193
H -1.2223 -0.0808 -0.6324
H -1.9314 1.2517 -0.4350
O -2.0148 0.3194 -0.2039



No. 2
This record from the OMol25 dataset describes C48H39CrN7O2S4Sb as an isolated structure. The level of theory is ωB97M-V/def2-TZVPD.

- calculated total energy (hartree) = -5263.27277
- multiplicity = 2
- ⟨S²⟩ = 0.84
- net charge = +2
- LUMO level (alpha / beta) (Ha) = -0.1913 / -0.1884
- max |F| (eV/A) = 1.1

Cartesian coordinates (Å):
Cr 0.3752 -0.3958 0.2034
C 1.3158 -2.1457 2.9178
C 0.7736 -0.7991 3.2879
C 0.6328 -0.5219 4.6452
C 0.1205 0.6836 5.0559
C -0.1978 1.6074 4.0730
C -0.0475 1.2929 2.7279
N 0.4079 0.0764 2.3230
Sb -0.6311 3.1183 1.6578
C 0.4313 3.2102 -0.1968
C 0.4158 4.4965 -0.7151
C 1.0662 4.7470 -1.9128
C 1.7414 3.7059 -2.5035
C 1.7450 2.4408 -1.9134
C 2.5973 1.3956 -2.5753
N 1.0656 2.1779 -0.7806
C -2.4678 2.3978 0.7955
C -3.7138 2.8001 1.2727
C -4.8557 2.2802 0.6874
C -4.7181 1.3363 -0.3198
C -3.4376 0.9943 -0.7236
C -3.2108 -0.0509 -1.7751
N -2.3381 1.5367 -0.2087
H 1.6496 -2.6641 3.8141
H 2.1619 -2.0581 2.2443
H 0.5545 -2.7598 2.4369
H 0.9350 -1.2706 5.3640
H -0.0054 0.9140 6.1052
H -0.5528 2.5888 4.3595
H -0.0986 5.2923 -0.1898
H 1.0610 5.7334 -2.3569
H 2.2931 3.8571 -3.4217
H 3.6493 1.6227 -2.3890
H 2.4589 1.4336 -3.6555
H 2.3891 0.3955 -2.2221
H -3.7832 3.5125 2.0846
H -5.8381 2.5861 1.0217
H -5.5857 0.8794 -0.7774
H -4.1259 -0.5945 -2.0014
H -2.6180 -2.0235 -1.5167
H -2.8244 0.3848 -2.6950
S 7.1240 1.8087 0.9065
C 7.2003 3.4622 1.3132
C 5.9623 4.0136 1.4394
C 4.9303 3.0740 1.1977
C 5.4015 1.8232 0.8960
C 4.6290 0.6220 0.5694
C 3.2272 0.6492 0.6827
N 2.4356 -0.3499 0.3384
C 3.0230 -1.5025 -0.0722
C 4.4060 -1.6510 -0.1987
C 4.9211 -2.9207 -0.6364
C 4.0924 -3.9564 -0.8863
C 2.6692 -3.8325 -0.7099
C 1.7767 -4.8946 -0.9023
C 0.4300 -4.6967 -0.6759
C 0.0144 -3.4166 -0.2712
N 0.8214 -2.3808 -0.0857
C 2.1494 -2.5972 -0.3151
C -0.5549 -5.7737 -0.8302
C -0.3272 -7.1127 -0.9597
C -1.5165 -7.8776 -1.0908
C -2.6353 -7.1093 -1.0565
S -2.2546 -5.4507 -0.8657
C 5.2093 -0.5497 0.1165
H 8.1577 3.9392 1.4418
H 5.7937 5.0484 1.6944
H 3.8807 3.3292 1.2389
H 2.7329 1.5312 1.0642
H 5.9911 -3.0313 -0.7540
H 4.4879 -4.9105 -1.2092
H 2.1525 -5.8569 -1.2234
H -1.0331 -3.2598 -0.0512
H 0.6581 -7.5550 -0.9481
H -1.5332 -8.9508 -1.2022
H -3.6635 -7.4216 -1.1331
H 6.2842 -0.6261 0.0040
O -3.0254 -2.8516 -3.1039
C -2.1509 -2.3520 -4.0494
C -2.2469 -2.7258 -5.3767
C -1.3319 -2.2464 -6.3005
C -0.3154 -1.3880 -5.8947
C -0.2259 -1.0089 -4.5724
C -1.1449 -1.4727 -3.6172
C -0.9578 -1.0626 -2.2394
O 0.0581 -0.5615 -1.7279
N -2.1710 -1.1059 -1.3405
N -1.7356 -1.0160 0.0345
C -2.6029 -1.5023 0.8633
S -4.1211 -2.2486 0.3987
C -4.3478 -3.1240 1.9704
C -3.8645 -2.1990 3.0661
S -2.2588 -1.5145 2.5637
H -3.5456 -3.5740 -3.4735
H -3.0338 -3.4042 -5.6855
H -1.4148 -2.5449 -7.3359
H 0.4020 -1.0178 -6.6131
H 0.5584 -0.3453 -4.2396
H -3.7826 -4.0546 1.9355
H -5.4102 -3.3438 2.0649
H -3.6985 -2.7428 3.9950
H -4.5577 -1.3787 3.2452



No. 3
This record from the OMol25 dataset describes C39H51ClHfO4P4 as an isolated structure. The level of theory is ωB97M-V/def2-TZVPD.

- calculated total energy (hartree) = -3690.73051
- net charge = +2
- LUMO level (alpha / beta) (Ha) = -0.2508 / -0.2509
- max |F| (eV/A) = 10.4

Cartesian coordinates (Å):
P 1.5151 1.1564 -4.8875
C 3.1832 1.5436 -4.7647
C 3.9372 0.8398 -5.7415
H 3.4608 0.0137 -6.2708
C 5.2139 1.2834 -6.0245
H 5.7725 0.7960 -6.8218
C 5.7423 2.3655 -5.2918
H 6.7506 2.7196 -5.5421
C 5.0240 2.9999 -4.2600
H 5.4655 3.8319 -3.7101
C 3.7411 2.5720 -3.9631
H 3.1408 3.0107 -3.1661
C 1.0857 -0.4956 -5.2920
C 1.7628 -1.6317 -4.7907
H 2.5804 -1.5015 -4.0795
C 1.4049 -2.8952 -5.2471
H 1.9485 -3.7756 -4.8962
C 0.3864 -3.0294 -6.2034
H 0.1399 -4.0138 -6.6031
C -0.3051 -1.9076 -6.6824
H -1.0720 -2.0017 -7.4560
C 0.0124 -0.6417 -6.2042
H -0.4926 0.2523 -6.5826
C 0.3294 2.3765 -5.2092
C 0.6973 2.9777 -6.4384
H 1.6345 2.6645 -6.9026
C -0.1540 3.9014 -7.0150
H 0.1091 4.3146 -7.9880
C -1.3287 4.2752 -6.3333
H -1.9859 5.0190 -6.7980
C -1.6700 3.7160 -5.0866
H -2.5775 4.0378 -4.5722
C -0.8555 2.7420 -4.5215
H -1.0841 2.2788 -3.5682
Hf 0.2750 0.1537 0.0612
C -1.5910 -1.1341 -0.4935
C -2.0128 -1.4895 -1.7191
H -2.0883 -1.4789 0.4041
C -1.2488 -0.8555 -2.9175
O -2.2905 -0.0904 -3.6786
H -1.7997 0.3593 -4.4097
C -0.1653 -0.0125 -2.3892
H -0.8879 -1.6552 -3.6083
C 0.6748 0.7393 -1.7818
Cl 2.2356 1.6495 0.5972
P -1.4511 2.1826 0.1326
P 1.7781 -1.9701 -0.0830
C -1.0371 3.1245 1.6381
H 0.0179 3.4150 1.6122
H -1.2089 2.5141 2.5327
H -1.6708 4.0185 1.6748
C -1.6754 3.4639 -1.1208
H -2.3899 3.1309 -1.8877
H -0.7223 3.6852 -1.6100
H -2.0567 4.3800 -0.6457
C -3.1376 1.6093 0.4835
H -3.1140 0.8671 1.2920
H -3.5512 1.1274 -0.4126
H -3.7661 2.4584 0.7760
C 2.5521 -2.1555 1.5597
H 1.8245 -2.5438 2.2793
H 2.9202 -1.1840 1.9086
H 3.3904 -2.8518 1.4650
C 0.8502 -3.5157 -0.2450
H 0.4387 -3.5905 -1.2623
H 0.0235 -3.5064 0.4714
H 1.5133 -4.3701 -0.0524
C 3.1682 -2.1356 -1.2179
H 3.6174 -1.1540 -1.3983
H 2.8335 -2.5593 -2.1745
H 3.9206 -2.7995 -0.7677
P -3.3706 -2.6241 -2.1834
C -3.8226 -3.5375 -0.7283
C -2.6984 -3.6792 -3.4710
H -4.0329 -2.8543 0.1023
H -3.0136 -4.2253 -0.4488
H -4.7317 -4.1155 -0.9830
H -2.4274 -3.0987 -4.3623
H -3.4673 -4.4192 -3.7376
H -1.8062 -4.2018 -3.0990
C -4.6996 -1.6100 -2.8213
H -5.0447 -0.9248 -2.0391
H -5.5232 -2.2688 -3.1329
H -4.3260 -1.0204 -3.6679
H 1.4513 1.4529 -1.7745
O 1.0363 1.1134 3.9305
C 0.3030 0.2654 4.6650
C 0.3747 0.4001 6.0578
C -0.3369 -0.4666 6.8835
C -1.1325 -1.4772 6.3247
C -1.2088 -1.6266 4.9488
C -0.5139 -0.7617 4.1083
C -0.5658 -1.0719 2.7116
O -0.9762 -2.0929 2.1801
O -0.0361 -0.0649 2.0005
H 0.8363 0.8772 2.9748
H 1.0055 1.1925 6.4676
H -0.2672 -0.3506 7.9693
H -1.6913 -2.1574 6.9675
H -1.7931 -2.4110 4.4801



No. 4
This record from the OMol25 dataset describes an isolated molecule of C15H16ClN5O. The level of theory is ωB97M-V/def2-TZVPD.

- calculated total energy (hartree) = -1390.41578
- SMILES = COCCNc1ncnc2c1cnn2Cc1ccccc1Cl
- net charge = 0
- LUMO level (Ha) = 0.0278
- max |F| (eV/A) = 1.1

Cartesian coordinates (Å):
C -5.4269 -0.6153 -4.5277
H -5.9345 -1.4154 -3.9735
O -4.9054 0.3561 -3.6583
C -3.9544 -0.1604 -2.7606
C -3.4092 1.0003 -1.9200
N -2.5567 0.5459 -0.8542
C -1.2237 0.3987 -0.9960
N -0.6387 0.8429 -2.1075
C 0.6779 0.7343 -2.2321
N 1.5418 0.2226 -1.3846
C 0.9647 -0.2215 -0.2634
N 1.5560 -0.8003 0.7987
N 0.6526 -1.1287 1.7355
C -0.5276 -0.7696 1.2937
C -0.4227 -0.1775 0.0147
H -1.4004 -0.9413 1.8928
C 2.9661 -1.0147 0.9954
C 3.4314 -0.3623 2.2705
C 3.8643 -1.1295 3.3431
C 4.2713 -0.5397 4.5264
C 4.2433 0.8380 4.6557
C 3.8097 1.6226 3.6021
C 3.4069 1.0223 2.4202
Cl 2.8661 2.0253 1.1144
H 3.7806 2.6971 3.6900
H 4.5561 1.3059 5.5767
H 4.6053 -1.1553 5.3476
H 3.8783 -2.2047 3.2452
H 3.1681 -2.0899 1.0366
H 3.4641 -0.5803 0.1235
H 1.0874 1.1145 -3.1590
H -2.9886 0.0933 -0.0640
H -4.2506 1.5573 -1.5015
H -2.8195 1.6583 -2.5590
H -4.4221 -0.9160 -2.1050
H -3.1285 -0.6447 -3.3035
H -4.6381 -1.0624 -5.1452
H -6.1443 -0.1059 -5.1674



No. 5
This record from the OMol25 dataset describes an isolated ion of composition C5H10BrN2 and charge +1. The level of theory is ωB97M-V/def2-TZVPD.

- calculated total energy (hartree) = -2879.56569
- multiplicity = 3
- ⟨S²⟩ = 2.02
- net charge = +1
- LUMO level (alpha / beta) (Ha) = -0.1158 / -0.2214
- max |F| (eV/A) = 4.8

Cartesian coordinates (Å):
C 0.5737 1.0612 -0.7902
C 0.6024 0.1008 0.4231
C -1.5951 -0.3952 -0.4376
C 1.6597 2.0276 -0.9766
C -0.7610 -1.7545 1.3756
N -0.4587 1.1344 -1.4553
N -0.3651 -0.9888 0.1724
Br -2.7280 -1.2873 -1.5850
H 1.5429 -0.1986 0.5408
H 0.2671 0.6982 1.1637
H -2.0364 0.2855 0.3637
H 1.5951 2.5919 -1.8098
H 2.6102 1.4235 -1.0537
H 1.6102 2.5180 -0.0720
H -1.7029 -1.4439 1.6057
H -0.7263 -2.7991 1.0589
H -0.0497 -1.4987 2.1097
H -0.0382 -1.4749 -0.6334



Among the records above, which one has the lowest net charge? H9O4S



Which value of net charge does entry 1 give? -1



Look up the max |F| of the second one. 1.1 eV/A